[1]
Computed, not measured: a molecular structure, C44H58NO5PSW, with wB97M-V/def2-TZVPD.

The total charge is +4. For the HOMO-LUMO gap, the calculation gives 5.131 eV. For the HOMO energy, the calculation gives -19.33 eV.

XYZ file:
```
111
Properties=species:S:1:pos:R:3:forces:R:3
W 0.291 0.421 0.751 -0.44 0.22 0.21
O 0.217 0.693 4.603 -0.26 0.20 0.06
C 0.979 0.749 3.725 0.23 -0.15 -0.13
O 0.517 1.175 2.399 -0.02 0.04 0.51
C 2.434 0.409 3.653 0.10 -0.08 -0.28
C 3.170 1.273 2.607 0.07 -0.19 -0.19
C 4.674 1.115 2.745 0.13 -0.11 0.11
C 4.906 -0.300 2.149 0.05 0.04 0.17
C 3.493 -0.725 1.796 -0.04 0.26 -0.03
O 2.873 0.541 1.365 -0.06 -0.05 0.10
C 2.670 -1.046 3.062 -0.01 0.36 -0.26
C 1.415 -1.752 2.656 0.47 -0.01 0.44
O 0.833 -2.643 3.119 -0.25 -0.14 -0.17
O 0.887 -1.149 1.385 -0.42 0.24 -0.10
H 2.833 0.499 4.660 0.08 -0.05 0.06
H 2.830 2.298 2.523 -0.07 0.07 0.01
H 4.982 1.201 3.786 0.05 0.00 -0.03
H 5.194 1.885 2.182 0.01 -0.02 -0.02
H 5.372 -0.998 2.844 0.02 0.05 -0.01
H 5.523 -0.264 1.253 0.00 0.00 0.01
H 3.414 -1.468 1.012 -0.02 -0.03 -0.06
H 3.174 -1.698 3.770 0.06 -0.02 0.07
C -1.800 -1.678 4.828 -0.01 0.03 -0.01
C -2.225 -2.531 3.636 -0.19 -0.01 -0.03
C -3.765 -2.735 3.627 0.06 0.02 0.06
C -1.866 -1.981 2.287 0.12 0.39 0.03
C -1.700 -2.813 1.201 0.06 -0.08 -0.20
C -1.423 -2.366 -0.113 0.09 0.16 0.17
C -1.303 -3.423 -1.164 -0.04 -0.14 0.07
C -0.369 -4.583 -0.750 -0.11 -0.07 0.02
C -2.726 -3.991 -1.423 0.01 -0.04 -0.02
C -1.408 -0.949 -0.388 -0.22 -0.34 -0.19
C -1.932 -0.093 0.665 0.31 -0.04 0.08
C -1.902 -0.579 1.998 -0.36 -0.60 0.09
C -3.095 0.904 0.432 -0.07 -0.06 0.20
C -3.253 1.997 1.491 -0.10 -0.04 0.04
C -4.351 0.008 0.427 -0.07 0.09 0.01
C -1.370 -0.482 -1.829 0.02 -0.12 0.03
C -2.529 -0.650 -2.581 -0.07 0.01 -0.06
C -2.582 -0.299 -3.923 -0.02 0.00 -0.05
C -1.457 0.222 -4.549 -0.01 0.03 -0.04
C -0.297 0.409 -3.817 -0.10 0.05 -0.12
C -0.236 0.065 -2.464 0.06 0.03 -0.07
P 1.356 0.368 -1.654 0.48 -0.13 0.10
C 2.477 -1.150 -2.023 -0.07 0.15 0.21
C 3.936 -0.886 -1.598 -0.06 -0.15 -0.17
C 2.378 -1.491 -3.518 0.08 -0.18 0.04
C 1.919 -2.368 -1.289 0.01 -0.03 -0.15
C 2.230 1.994 -2.221 0.07 -0.09 0.14
C 1.259 3.122 -2.562 -0.04 0.01 -0.06
C 3.130 2.462 -1.063 0.16 -0.07 -0.21
C 3.111 1.764 -3.459 -0.07 0.10 -0.10
H -2.084 -2.197 5.744 0.01 0.05 -0.04
H -2.300 -0.703 4.848 0.07 -0.13 0.00
H -0.719 -1.525 4.868 -0.16 -0.05 0.01
H -1.760 -3.518 3.712 0.00 0.01 0.00
H -4.285 -1.771 3.601 0.04 -0.06 -0.01
H -4.053 -3.241 4.549 0.00 0.03 -0.05
H -4.106 -3.344 2.785 0.06 0.05 0.07
H -1.787 -3.883 1.368 0.02 0.06 -0.06
H -0.962 -2.968 -2.090 0.03 0.03 -0.09
H -0.904 -5.328 -0.156 0.03 0.07 -0.04
H 0.503 -4.260 -0.178 -0.07 0.00 -0.03
H -0.013 -5.092 -1.648 -0.05 0.02 0.06
H -3.179 -4.376 -0.506 0.06 0.03 -0.06
H -2.629 -4.826 -2.118 -0.01 0.03 0.01
H -3.404 -3.262 -1.868 0.05 -0.01 0.04
H -2.219 0.096 2.783 0.15 0.11 0.06
H -2.987 1.337 -0.546 0.00 0.03 -0.14
H -3.848 1.646 2.339 0.05 0.03 -0.05
H -3.793 2.839 1.056 0.00 -0.04 0.03
H -2.310 2.374 1.883 0.05 0.02 0.00
H -4.539 -0.415 1.418 0.01 0.04 -0.06
H -4.305 -0.811 -0.291 0.02 0.03 0.03
H -5.208 0.632 0.163 0.02 -0.06 0.01
H -3.414 -1.065 -2.119 0.01 0.00 0.00
H -3.500 -0.445 -4.480 0.05 0.01 0.02
H -1.481 0.481 -5.601 -0.01 -0.02 0.03
H 0.574 0.818 -4.314 -0.04 -0.03 0.02
H 4.508 -0.367 -2.361 -0.01 -0.08 0.03
H 4.424 -1.853 -1.452 -0.02 0.05 0.00
H 4.029 -0.315 -0.681 -0.03 0.02 0.11
H 2.817 -0.760 -4.184 0.06 0.18 -0.05
H 1.356 -1.705 -3.834 0.04 0.01 0.04
H 2.947 -2.420 -3.640 -0.02 0.09 -0.07
H 1.787 -2.233 -0.224 0.06 -0.02 0.06
H 2.621 -3.195 -1.424 -0.05 0.01 -0.07
H 0.972 -2.679 -1.726 0.08 0.08 0.04
H 0.809 3.562 -1.682 -0.05 0.03 0.07
H 0.480 2.841 -3.267 -0.01 0.01 0.02
H 1.856 3.904 -3.037 -0.05 -0.02 0.02
H 2.589 2.581 -0.131 -0.18 0.04 0.19
H 3.526 3.444 -1.333 0.01 -0.06 -0.03
H 3.977 1.799 -0.891 -0.05 0.04 0.00
H 2.537 1.548 -4.361 0.02 0.00 0.03
H 3.886 1.020 -3.336 -0.04 0.00 -0.01
H 3.617 2.718 -3.631 -0.01 -0.08 -0.04
S -0.418 4.989 1.257 -0.04 0.40 0.12
C 0.167 3.447 1.289 0.06 0.26 -0.07
N -0.295 2.578 0.387 -0.12 -0.72 -0.51
C -1.216 3.272 -0.482 0.31 -0.03 0.16
C -1.861 2.833 -1.636 0.11 -0.10 -0.11
C -2.708 3.692 -2.304 -0.06 0.10 -0.05
C -2.926 5.005 -1.867 -0.07 -0.02 -0.11
C -2.263 5.478 -0.759 0.00 0.07 0.06
C -1.411 4.598 -0.095 0.00 0.12 0.02
H 0.901 3.193 2.023 0.08 -0.05 0.13
H -1.689 1.847 -2.030 -0.03 0.06 -0.04
H -3.209 3.347 -3.201 0.03 0.01 0.05
H -3.594 5.657 -2.415 0.02 -0.04 0.01
H -2.390 6.500 -0.421 0.02 -0.06 -0.01
```
Forces are in eV/Å.

[2]
Computed, not measured: a molecular structure, C44H60AsN2O4RuS3Si3 in a non-equilibrium geometry, with wB97M-V/def2-TZVPD.

The total charge is 0. The spin multiplicity is 2. For the HOMO-LUMO gap (spin up / spin down), the calculation gives 5.967 / 6.042 eV. For the HOMO energy (spin up / spin down), the calculation gives -6.49 / -6.43 eV. As for the expectation value of S²: 0.765.

XYZ file:
```
118
Properties=species:S:1:pos:R:3:forces:R:3
Ru -0.578 -0.401 -0.980 -2.11 -3.60 1.04
C 7.402 -3.265 -0.595 0.17 0.02 0.18
C 6.066 -2.588 -0.685 -0.32 -0.10 -0.08
C 5.985 -1.243 -1.053 -0.74 -0.13 0.12
C 4.743 -0.620 -1.150 -0.34 0.19 -0.01
C 3.560 -1.328 -0.882 0.35 -0.81 -0.01
C 3.632 -2.682 -0.552 0.34 0.16 -0.02
C 4.883 -3.305 -0.450 -0.03 0.52 -0.09
S 1.944 -0.442 -0.980 3.21 1.44 -0.28
O 2.296 0.584 -2.016 -0.33 -0.64 0.60
C 2.197 0.233 0.728 0.24 1.81 0.31
C 1.985 -0.696 1.763 1.21 -0.09 1.11
C 2.034 -0.317 3.100 0.73 -1.17 -1.51
C 2.232 1.016 3.450 0.17 0.31 0.32
C 2.213 1.377 4.809 0.09 1.20 0.76
C 2.350 2.706 5.201 -0.17 -1.41 0.28
C 2.500 3.688 4.237 0.06 0.04 -1.60
C 2.530 3.338 2.884 0.07 0.64 0.44
C 2.420 1.993 2.440 0.05 0.21 0.11
C 2.453 1.590 1.050 -0.44 -1.44 -0.42
C 2.666 2.630 0.001 -1.04 0.39 -0.87
C 3.919 3.318 -0.124 -0.18 -0.06 0.25
C 5.079 2.988 0.623 0.98 0.13 0.33
C 6.274 3.699 0.492 -1.15 -1.16 0.51
C 6.353 4.760 -0.398 -0.76 0.91 -1.11
C 5.240 5.101 -1.163 1.55 -0.01 0.62
C 4.033 4.392 -1.043 0.03 0.15 -0.10
C 2.943 4.747 -1.845 -1.59 -0.56 -0.23
C 1.750 4.034 -1.777 0.55 0.60 -0.57
C 1.603 2.984 -0.866 1.78 -0.92 0.78
S 0.130 1.907 -0.980 -0.89 2.62 0.11
O -0.688 2.457 -2.115 1.35 0.43 0.07
C -0.690 2.571 0.499 -0.42 -0.02 1.46
C -1.023 3.924 0.615 0.20 0.23 -0.32
C -1.656 4.399 1.768 0.23 -0.44 -0.37
C -1.979 3.525 2.812 0.05 -0.14 -0.19
C -2.653 4.021 4.056 -0.07 0.27 0.06
C -1.673 2.166 2.680 -0.37 1.75 -0.85
C -1.044 1.691 1.528 -0.96 7.01 1.12
H 8.213 -2.533 -0.522 -0.16 -0.13 -0.09
H 7.571 -3.880 -1.484 0.07 -0.02 0.15
H 7.453 -3.897 0.297 0.02 -0.05 -0.21
H 6.882 -0.668 -1.269 -0.12 -0.14 0.08
H 4.702 0.429 -1.440 -0.18 -0.21 0.05
H 2.731 -3.259 -0.369 0.01 0.07 -0.03
H 4.932 -4.360 -0.188 0.02 0.16 -0.04
H 1.767 -1.738 1.538 0.22 0.17 -0.20
H 1.876 -1.075 3.865 0.13 0.24 -0.06
H 2.077 0.622 5.580 -0.02 -0.02 -0.28
H 2.326 2.971 6.254 0.00 -0.09 -0.13
H 2.590 4.732 4.526 -0.03 -0.15 -0.13
H 2.629 4.151 2.169 0.01 -0.28 -0.04
H 5.065 2.157 1.325 -0.18 0.11 -0.13
H 7.139 3.419 1.087 -0.18 -0.02 -0.07
H 7.279 5.318 -0.504 -0.15 -0.05 -0.01
H 5.325 5.928 -1.865 -0.18 -0.16 0.07
H 3.024 5.556 -2.568 0.08 -0.10 0.19
H 0.945 4.280 -2.467 0.04 -0.19 0.21
H -0.801 4.616 -0.193 0.03 -0.01 0.06
H -1.899 5.457 1.839 0.03 -0.14 0.01
H -2.841 5.099 4.010 0.02 -0.13 0.02
H -2.021 3.827 4.929 -0.18 -0.04 -0.03
H -3.616 3.518 4.190 0.14 0.03 0.13
H -1.925 1.469 3.476 -0.21 0.61 -0.28
H -0.831 0.630 1.445 -0.75 3.13 0.09
N -2.295 0.847 -0.980 -1.37 0.27 -0.06
H -3.119 0.301 -1.316 1.54 1.11 0.24
H -2.131 1.660 -1.614 -0.10 -0.58 0.33
H -2.473 1.190 -0.010 0.00 -0.20 -1.34
O -0.747 0.108 3.570 0.63 -2.50 -0.03
S -0.408 -0.911 2.537 -1.28 0.23 -0.88
N -0.578 -0.401 1.128 1.22 -9.96 -0.22
C -0.578 -0.401 -4.340 0.54 1.22 -2.36
O -0.578 -0.401 -3.016 -0.38 -0.37 0.80
H 0.400 -0.323 -4.846 0.52 0.07 0.42
H -1.134 0.406 -4.846 -0.31 0.51 0.34
H -0.999 -1.287 -4.846 0.36 1.26 -0.52
C -2.146 -3.774 1.877 0.08 0.20 0.21
Si -2.606 -4.068 0.093 0.37 -0.70 0.44
C -4.115 -5.186 0.103 -0.34 -0.03 -0.11
C -1.226 -5.037 -0.704 0.25 0.00 -0.28
As -2.734 -1.969 -0.980 0.91 -0.74 0.04
Si -4.577 -0.978 0.098 -0.38 0.67 0.96
C -3.913 -0.199 1.662 0.21 -0.06 0.03
C -5.971 -2.114 0.571 -0.15 -0.43 -0.11
C -5.283 0.430 -0.903 -0.28 0.29 -0.42
Si -3.421 -2.566 -3.150 0.82 0.09 -1.53
C -1.868 -3.015 -4.088 0.06 -0.91 0.73
C -4.603 -3.998 -3.282 -0.35 -0.26 0.36
C -4.157 -1.115 -4.062 -0.23 0.41 0.16
H -1.981 -4.749 2.379 -0.09 0.50 -0.20
H -2.971 -3.241 2.388 0.49 -0.20 -0.01
H -1.218 -3.168 1.927 -0.63 -0.47 0.09
H -3.854 -6.114 0.651 -0.02 0.47 -0.23
H -4.425 -5.473 -0.912 0.00 0.06 0.35
H -4.970 -4.725 0.617 0.19 -0.22 -0.20
H -1.078 -5.988 -0.152 -0.06 0.46 -0.29
H -0.290 -4.444 -0.678 -0.43 -0.42 -0.16
H -1.496 -5.268 -1.753 0.34 0.03 0.43
H -3.487 -0.975 2.326 -0.10 0.51 -0.15
H -4.733 0.327 2.192 0.43 -0.22 -0.22
H -3.119 0.530 1.399 -0.64 -0.58 0.74
H -5.611 -2.818 1.344 -0.34 0.14 -0.44
H -6.351 -2.648 -0.324 0.04 0.07 0.67
H -6.787 -1.511 1.020 0.41 -0.27 -0.32
H -4.472 1.131 -1.192 -1.32 -0.13 0.06
H -6.032 0.967 -0.286 0.41 -0.25 -0.27
H -5.796 0.042 -1.797 0.18 0.36 0.20
H -1.375 -3.887 -3.618 -0.16 0.22 -0.30
H -1.172 -2.151 -4.074 -0.86 -2.10 0.86
H -2.127 -3.262 -5.137 0.12 0.06 0.46
H -4.088 -4.917 -2.949 -0.45 0.29 -0.07
H -4.878 -4.136 -4.347 0.11 0.17 0.55
H -5.514 -3.801 -2.682 0.34 -0.44 -0.33
H -3.469 -0.247 -4.008 -0.44 -0.36 -0.11
H -5.140 -0.856 -3.636 0.30 0.14 -0.28
H -4.311 -1.399 -5.124 0.15 0.15 0.54
H -0.013 -2.140 -0.980 -0.28 1.49 0.11
```
Forces are in eV/Å.

[3]
Computed, not measured: a molecular structure, C44H60BBaF4N6O4PSSe in a non-equilibrium geometry, with wB97M-V/def2-TZVPD.

The total charge is -2. For the HOMO-LUMO gap, the calculation gives 5.605 eV. For the HOMO energy, the calculation gives -2.05 eV.

XYZ file:
```
123
Properties=species:S:1:pos:R:3:forces:R:3
Ba -0.013 -0.368 -1.246 1.28 -1.01 -0.60
O -2.137 1.521 2.110 0.05 -0.25 -0.18
C -1.801 0.835 1.135 0.14 -0.13 0.63
O -0.765 0.094 1.011 -0.87 0.76 1.11
C -2.667 0.887 -0.111 0.10 0.13 -0.09
C -4.044 0.751 -0.147 -0.11 -0.03 -0.08
C -4.665 0.783 -1.389 0.07 0.01 0.01
C -3.914 0.977 -2.543 -0.14 0.01 0.12
C -2.546 1.106 -2.410 0.01 0.13 0.13
N -1.946 1.054 -1.219 -2.15 1.41 0.09
C -1.574 1.245 -3.574 0.26 0.23 -0.24
O -2.011 1.525 -4.695 0.00 -0.07 0.19
O -0.363 1.021 -3.234 -0.79 0.88 -1.14
H -4.592 0.590 0.772 0.02 0.02 -0.02
H -5.737 0.641 -1.459 -0.02 0.00 0.00
H -4.354 1.008 -3.530 0.01 -0.02 0.00
C 0.278 6.053 0.554 0.03 -0.05 -0.07
C 0.710 5.997 -0.890 -0.06 -0.07 0.14
C 0.384 7.007 -1.786 0.03 -0.05 -0.01
C 0.768 6.926 -3.118 0.03 -0.05 0.06
C 1.480 5.820 -3.555 0.02 -0.01 -0.02
C 1.828 4.788 -2.687 0.02 -0.02 -0.06
C 2.569 3.575 -3.186 -0.08 -0.04 0.02
C 1.444 4.895 -1.347 0.08 -0.03 -0.17
N 1.720 3.869 -0.421 -0.45 0.01 0.22
C 2.855 3.743 0.112 0.30 0.02 0.03
C 4.057 4.581 -0.257 0.03 0.01 0.10
C 3.031 2.739 1.232 0.08 0.00 0.12
C 4.043 3.096 2.298 -0.01 0.08 -0.04
N 2.330 1.691 1.248 -0.25 -0.04 -0.30
C 2.433 0.749 2.298 0.09 -0.02 0.10
C 3.288 -0.340 2.116 0.09 0.01 -0.13
C 4.137 -0.422 0.874 -0.06 0.01 0.11
C 3.357 -1.313 3.106 0.02 -0.02 0.01
C 2.616 -1.189 4.273 0.02 0.05 -0.08
C 1.799 -0.079 4.449 0.04 -0.03 0.05
C 1.680 0.902 3.469 -0.05 0.11 -0.05
C 0.758 2.078 3.657 -0.01 -0.07 -0.11
H -0.455 6.845 0.705 0.01 0.00 0.00
H 1.125 6.242 1.221 -0.04 -0.03 -0.04
H -0.161 5.098 0.855 0.03 0.07 0.00
H -0.191 7.857 -1.433 0.02 -0.02 -0.01
H 0.506 7.716 -3.811 -0.01 -0.02 0.00
H 1.772 5.741 -4.597 -0.02 0.00 0.02
H 3.053 3.791 -4.140 0.01 -0.01 0.03
H 1.871 2.746 -3.343 -0.01 -0.02 0.06
H 3.329 3.234 -2.476 -0.10 0.02 -0.16
H 3.833 5.196 -1.127 0.06 -0.01 0.07
H 4.912 3.938 -0.485 -0.02 0.02 0.04
H 4.343 5.235 0.570 0.03 -0.03 -0.01
H 3.852 4.101 2.688 0.03 -0.04 -0.03
H 5.055 3.083 1.886 -0.04 0.04 0.02
H 3.989 2.381 3.116 0.03 0.03 -0.01
H 4.903 0.364 0.872 -0.04 -0.03 0.01
H 3.532 -0.293 -0.025 0.04 -0.01 0.03
H 4.627 -1.391 0.803 -0.01 0.03 -0.01
H 3.995 -2.176 2.947 -0.06 0.04 -0.01
H 2.682 -1.947 5.045 -0.01 0.02 -0.01
H 1.240 0.036 5.372 0.03 0.01 -0.02
H 0.563 2.250 4.718 0.01 -0.02 -0.02
H -0.200 1.890 3.153 0.05 0.02 0.00
H 1.175 2.993 3.229 -0.03 -0.05 0.06
F 1.857 -4.127 -1.238 0.22 0.38 0.36
B 2.444 -3.102 -0.493 0.15 -0.19 -0.08
F 3.727 -2.783 -1.000 -0.51 -0.16 0.21
F 2.504 -3.426 0.879 0.00 0.16 -0.52
F 1.609 -1.900 -0.632 1.94 -1.92 0.70
C 3.741 -0.078 -4.312 -0.02 -0.08 0.07
P 1.968 -0.444 -3.915 0.72 -0.35 -0.44
C 1.999 -2.273 -4.143 -0.11 0.02 0.08
C 1.229 0.027 -5.526 -0.10 0.09 0.07
H 4.027 -0.489 -5.287 0.02 0.02 0.06
H 4.380 -0.512 -3.536 -0.05 0.05 -0.07
H 3.893 1.005 -4.322 0.02 -0.04 -0.01
H 2.408 -2.556 -5.119 -0.01 0.02 0.03
H 0.975 -2.658 -4.063 0.11 0.01 -0.01
H 2.587 -2.733 -3.346 -0.03 0.01 -0.06
H 1.791 -0.424 -6.351 -0.01 0.02 0.02
H 1.211 1.115 -5.627 -0.02 -0.08 0.01
H 0.192 -0.311 -5.559 0.07 0.05 0.01
C -3.517 -5.796 2.423 0.02 -0.01 -0.08
C -2.752 -5.885 1.103 -0.05 0.19 0.10
C -1.296 -5.415 1.184 0.22 0.04 0.03
C -1.036 -3.893 1.110 -0.43 -0.27 0.24
N -0.856 -3.229 2.405 -0.08 0.09 -0.30
C -1.711 -2.349 2.985 0.14 -0.12 -0.08
S -3.270 -2.058 2.436 0.11 -0.08 0.23
N -1.168 -1.756 4.094 -0.17 0.02 -0.03
C -1.730 -0.609 4.803 -0.10 -0.12 -0.02
C -2.446 -0.928 6.127 0.13 0.00 -0.02
C -3.914 -1.339 6.052 0.04 0.15 -0.19
C -4.825 -0.203 5.595 -0.01 -0.02 -0.07
H -4.560 -6.102 2.291 0.07 0.00 0.03
H -3.520 -4.774 2.804 0.01 0.01 0.02
H -3.063 -6.450 3.179 -0.03 0.06 -0.05
H -3.260 -5.297 0.330 0.01 -0.06 0.06
H -2.761 -6.928 0.768 0.01 0.03 -0.05
H -0.752 -5.854 0.343 0.01 -0.01 0.06
H -0.846 -5.809 2.105 0.09 0.00 -0.10
H -1.867 -3.428 0.594 -0.13 0.21 -0.02
H -0.146 -3.725 0.508 0.08 0.10 0.10
H 0.113 -3.154 2.684 -0.02 -0.03 0.05
H -0.159 -1.777 4.092 0.03 0.04 0.13
H -2.358 -0.043 4.119 -0.09 0.07 -0.09
H -0.883 0.028 5.050 0.02 0.08 -0.10
H -2.374 -0.023 6.746 0.00 -0.07 0.02
H -1.881 -1.714 6.639 0.06 0.06 0.01
H -4.232 -1.690 7.040 -0.01 -0.02 -0.02
H -4.016 -2.169 5.356 -0.01 -0.15 -0.08
H -4.831 0.618 6.322 0.01 -0.04 -0.05
H -5.852 -0.558 5.471 0.05 0.07 0.02
H -4.498 0.196 4.630 -0.04 -0.06 0.09
Se -2.202 -2.734 -2.049 -0.07 -0.04 -0.20
C -2.289 -3.050 -3.914 -0.01 0.01 -0.07
C -2.154 -2.045 -4.884 -0.03 -0.14 -0.01
C -2.255 -2.360 -6.231 -0.02 -0.14 0.06
N -2.476 -3.591 -6.711 0.01 0.03 0.16
C -2.602 -4.550 -5.783 0.02 0.13 -0.04
C -2.520 -4.340 -4.417 0.02 0.03 -0.10
H -1.991 -1.018 -4.591 0.00 0.05 -0.04
H -2.159 -1.571 -6.974 0.01 -0.01 0.05
H -2.779 -5.552 -6.170 0.01 0.02 0.06
H -2.632 -5.168 -3.727 0.01 0.01 -0.04
```
Forces are in eV/Å.